Record 1
3
Properties=species:S:1:pos:R:3 method="wB97M-V/def2-TZVPD" de_lowest_kcal_mol=14.0 homo_ev=-9.9 charge=0 total_energy_ev=-4114.370 smiles=C1#CO1
C -0.34 -0.18 0.83
C 0.36 -0.38 -0.75
O -0.04 0.71 -0.10

=====

Record 2
5
Properties=species:S:1:pos:R:3 method="wB97M-V/def2-TZVPD" de_lowest_kcal_mol=171.9 homo_ev="-10.2 / -9.5" charge=0 total_energy_ev=-16996.734
C -2.13 0.28 0.04
C -0.86 0.69 -0.18
O 1.54 -1.41 -0.41
O 0.40 1.06 -0.11
S 1.06 -0.61 0.65

=====

Record 3
5
Properties=species:S:1:pos:R:3 method="wB97M-V/def2-TZVPD" de_lowest_kcal_mol=40.9 homo_ev=-12.3 charge=0 total_energy_ev=-8215.072
C 0.49 -0.04 -0.61
C -0.52 0.47 0.80
O 0.89 0.78 -1.31
O -1.27 -0.06 1.47
O 0.41 -1.16 -0.35

=====

Record 4
5
Properties=species:S:1:pos:R:3 method="wB97M-V/def2-TZVPD" de_lowest_kcal_mol=0.8 homo_ev=-13.1 charge=0 total_energy_ev=-8216.808
C 0.35 0.40 -1.81
C 0.05 -0.09 1.37
O -0.50 -0.10 -2.37
O 0.71 0.70 1.86
O -0.61 -0.91 0.95

=====

Record 5
4
Properties=species:S:1:pos:R:3 method="wB97M-V/def2-TZVPD" de_lowest_kcal_mol=87.4 homo_ev="-10.7 / -10.7" charge=0 total_energy_ev=-14950.263
C -0.86 0.17 -0.49
C -1.70 -0.06 0.35
O 1.80 -0.59 0.07
S 0.76 0.48 0.08

=====

Record 6
64
Properties=species:S:1:pos:R:3 method="wB97M-V/def2-TZVPD" homo_ev=-11.7 charge=+1 total_energy_ev=-249895.495
Ga -1.42 0.26 -0.33
S 4.43 -0.15 4.15
N 2.87 -0.37 4.45
C 2.20 -0.13 3.33
C 0.77 -0.23 3.15
C -0.11 -0.69 4.14
C -1.45 -0.81 3.84
C -1.89 -0.45 2.57
N -1.07 0.02 1.64
C 0.25 0.10 1.91
C 1.13 0.46 0.79
N 0.55 0.66 -0.40
C 1.29 0.91 -1.47
C 2.68 0.99 -1.40
C 3.30 0.80 -0.18
C 2.51 0.52 0.94
C 3.05 0.24 2.26
N 4.33 0.26 2.59
H 0.28 -0.96 5.11
H -2.16 -1.19 4.56
H -2.93 -0.53 2.29
H 0.77 1.02 -2.42
H 3.25 1.17 -2.30
H 4.37 0.84 -0.08
Cl -1.54 -0.49 -3.40
C -3.07 -0.08 -2.68
C -3.08 0.32 -1.35
C -4.30 0.71 -0.83
Cl -4.35 1.25 0.82
C -5.48 0.68 -1.57
Cl -6.98 1.15 -0.87
C -5.43 0.24 -2.89
Cl -6.87 0.17 -3.82
C -4.21 -0.14 -3.46
Cl -4.15 -0.66 -5.09
Br -1.60 3.08 -2.53
C -1.71 3.59 -0.71
C -1.92 4.94 -0.43
C -2.02 5.31 0.89
C -1.92 4.33 1.88
C -1.73 3.03 1.49
N -1.62 2.64 0.20
H -1.99 5.65 -1.23
H -2.18 6.35 1.16
H -2.01 4.57 2.92
H -1.68 2.23 2.22
O -0.41 -2.74 1.22
C -0.19 -2.36 0.08
O -0.95 -1.58 -0.61
C 1.12 -2.70 -0.58
C 1.50 -2.01 -1.72
C 2.76 -2.23 -2.24
C 3.65 -3.15 -1.71
C 3.22 -3.82 -0.58
C 1.99 -3.62 0.01
N 4.15 -4.79 0.05
O 5.21 -4.96 -0.50
O 3.79 -5.32 1.08
N 3.17 -1.41 -3.39
O 4.20 -1.70 -3.95
O 2.48 -0.43 -3.62
H 0.83 -1.30 -2.18
H 4.62 -3.32 -2.14
H 1.70 -4.15 0.91

=====

Record 7
65
Properties=species:S:1:pos:R:3 method="wB97M-V/def2-TZVPD" de_lowest_kcal_mol=0.0 homo_ev="-7.3 / -8.7" charge=0 multiplicity=5 total_energy_ev=-171250.299
Ir 0.81 0.76 -1.23
C 5.01 -0.54 -2.83
C 3.56 -0.16 -2.64
S 3.25 1.02 -1.46
C 2.56 -0.69 -3.45
C 2.87 -1.72 -4.50
S 0.92 -0.19 -3.43
H 5.62 -0.07 -2.06
H 5.38 -0.22 -3.80
H 5.14 -1.62 -2.76
H 3.91 -2.05 -4.48
H 2.65 -1.31 -5.49
H 2.22 -2.59 -4.36
C 1.66 4.40 -1.12
Te -0.02 3.21 -0.51
C 0.91 3.36 1.41
C 1.66 4.67 1.36
C 1.98 5.37 2.52
C 2.64 6.58 2.44
C 2.99 7.10 1.20
C 2.68 6.40 0.04
C 2.02 5.19 0.12
H 1.40 5.03 -1.96
H 2.46 3.72 -1.41
H 1.56 2.49 1.54
H 0.15 3.34 2.19
H 1.70 4.96 3.49
H 2.87 7.13 3.35
H 3.49 8.06 1.14
H 2.96 6.81 -0.92
F -3.56 -3.11 1.63
C -3.16 -2.27 2.60
C -1.99 -1.54 2.43
C -1.64 -0.68 3.45
F -0.55 0.09 3.36
C -2.41 -0.55 4.60
F -2.05 0.29 5.56
C -3.55 -1.31 4.74
F -4.28 -1.21 5.84
C -3.94 -2.18 3.73
F -5.04 -2.90 3.87
Ge -1.03 -1.71 0.71
S 0.92 -0.77 0.61
C -0.75 -3.63 0.34
C -0.85 -4.65 1.27
F -1.22 -4.39 2.53
C -0.56 -5.96 0.95
F -0.68 -6.93 1.85
C -0.13 -6.27 -0.33
F 0.15 -7.53 -0.64
C 0.02 -5.27 -1.27
F 0.47 -5.57 -2.49
C -0.28 -3.98 -0.92
F -0.10 -3.02 -1.84
C -2.49 -1.02 -0.46
C -2.85 0.30 -0.28
F -2.22 1.04 0.64
C -3.85 0.92 -1.02
F -4.15 2.20 -0.82
C -4.52 0.19 -1.97
F -5.48 0.75 -2.69
C -4.20 -1.14 -2.17
F -4.87 -1.85 -3.08
C -3.20 -1.73 -1.42
F -2.97 -3.02 -1.64

=====

Record 8
61
Properties=species:S:1:pos:R:3 method="wB97M-V/def2-TZVPD" de_lowest_kcal_mol=3.3 homo_ev="-10.6 / -10.6" charge=+1 multiplicity=2 total_energy_ev=-100854.564
Cu 0.53 -0.69 -2.57
C 3.54 -0.30 -1.82
N 2.45 -0.23 -2.80
C 2.66 0.29 -3.96
C 1.56 0.43 -4.84
C 1.39 0.84 -6.16
C 0.04 0.66 -6.45
C -0.56 0.16 -5.30
N 0.35 0.01 -4.32
C 3.59 0.97 -1.00
C 4.58 1.92 -1.21
C 4.59 3.10 -0.48
C 3.60 3.34 0.46
C 2.60 2.40 0.68
C 2.60 1.22 -0.05
H 4.49 -0.47 -2.33
H 3.36 -1.16 -1.17
H 3.66 0.62 -4.26
H 2.16 1.22 -6.81
H -0.46 0.88 -7.38
H -1.60 -0.07 -5.13
H 5.36 1.73 -1.93
H 5.37 3.83 -0.64
H 3.60 4.26 1.03
H 1.83 2.58 1.42
H 1.83 0.48 0.13
N -4.83 0.99 1.71
C -3.51 0.81 1.71
O -2.81 0.75 2.71
C -2.84 0.63 0.37
C -1.77 1.45 0.03
C -1.02 1.11 -1.08
N -1.24 0.00 -1.79
C -2.31 -0.75 -1.50
C -3.15 -0.45 -0.44
H -5.31 1.06 2.60
H -5.36 1.11 0.87
H -1.51 2.30 0.63
H -0.16 1.71 -1.38
H -2.46 -1.64 -2.10
H -3.99 -1.10 -0.22
F -1.48 -2.71 0.71
C -1.27 -2.30 1.97
C -2.32 -2.18 2.80
F -3.52 -2.47 2.36
C -2.15 -1.77 4.19
C -0.77 -1.69 4.64
C 0.28 -1.85 3.80
F 1.51 -1.72 4.27
C 0.10 -2.08 2.39
C 1.13 -2.08 1.48
C 0.89 -1.98 0.09
N 0.72 -1.89 -1.05
C 2.52 -1.98 1.81
N 3.65 -1.87 1.97
F -0.53 -1.41 5.90
C -3.21 -1.45 4.98
C -4.57 -1.45 4.51
N -5.66 -1.39 4.17
C -3.10 -1.05 6.35
N -3.09 -0.72 7.45

=====

Record 9
65
Properties=species:S:1:pos:R:3 method="wB97M-V/def2-TZVPD" de_lowest_kcal_mol=5.7 homo_ev=-11.4 charge=+1 total_energy_ev=-134445.386
Sc 0.02 -0.82 0.28
C -3.02 0.22 1.49
C -1.92 0.77 2.35
C -2.22 1.65 3.39
C -1.20 2.13 4.19
C 0.10 1.71 3.96
C 0.33 0.84 2.92
N -0.66 0.41 2.11
C 1.67 0.26 2.65
C 2.72 0.35 3.55
C 3.91 -0.28 3.23
C 4.05 -0.91 2.01
C 2.99 -0.91 1.13
N 1.82 -0.38 1.49
C 3.07 -1.42 -0.27
C 4.27 -1.81 -0.80
C 4.35 -2.11 -2.15
C 3.21 -2.00 -2.92
C 2.01 -1.63 -2.33
C 0.79 -1.53 -3.20
N 1.94 -1.36 -1.01
H -3.95 0.18 2.05
H -3.18 0.83 0.61
H -2.80 -0.80 1.16
H -3.24 1.94 3.56
H -1.41 2.82 5.00
H 0.91 2.06 4.58
H 2.59 0.84 4.50
H 4.72 -0.28 3.94
H 4.99 -1.38 1.75
H 5.16 -1.83 -0.19
H 5.29 -2.41 -2.60
H 3.23 -2.18 -3.98
H 1.07 -1.09 -4.16
H 0.37 -2.51 -3.42
H 0.00 -0.92 -2.77
Cl -0.06 -2.09 4.05
C -0.73 -3.09 2.77
C -0.66 -2.66 1.46
C -1.21 -3.54 0.55
Cl -1.07 -3.06 -1.16
C -1.84 -4.74 0.84
Cl -2.50 -5.72 -0.41
C -1.91 -5.11 2.17
Cl -2.70 -6.57 2.61
C -1.35 -4.28 3.15
Cl -1.47 -4.75 4.81
O -1.29 0.02 -1.04
C -0.60 1.12 -1.17
O 0.45 1.26 -0.50
C -1.06 2.17 -2.11
C -0.29 3.32 -2.23
C -0.73 4.30 -3.09
C -1.89 4.19 -3.83
C -2.61 3.03 -3.67
C -2.23 2.01 -2.83
N -3.87 2.88 -4.45
O -4.52 1.88 -4.25
O -4.21 3.81 -5.14
N 0.08 5.54 -3.24
O -0.36 6.41 -3.95
O 1.08 5.63 -2.56
H 0.62 3.45 -1.66
H -2.20 4.98 -4.50
H -2.84 1.12 -2.75

=====

Record 10
67
Properties=species:S:1:pos:R:3 method="wB97M-V/def2-TZVPD" homo_ev="-8.4 / -8.3" charge=0 multiplicity=5 total_energy_ev=-85971.047
Pd 0.45 -1.13 -0.25
C 5.88 3.71 0.23
C 4.72 2.86 -0.19
C 4.21 2.92 -1.48
C 3.15 2.14 -1.85
C 2.53 1.24 -0.94
N 1.50 0.48 -1.35
C 0.76 0.73 -2.47
C 0.21 2.01 -2.66
C -0.57 2.30 -3.76
C -0.79 1.34 -4.73
C -1.63 1.63 -5.93
C -0.25 0.06 -4.56
C 0.48 -0.27 -3.43
C 0.99 -1.70 -3.19
O 0.50 -2.27 -2.07
C 2.56 -1.65 -3.12
F 3.07 -0.52 -3.65
F 2.94 -1.68 -1.83
F 3.18 -2.65 -3.73
C 0.60 -2.69 -4.32
F 1.11 -2.39 -5.52
F -0.73 -2.76 -4.48
F 1.00 -3.92 -4.02
C 3.10 1.14 0.37
C 4.15 1.96 0.71
C 2.51 0.18 1.41
O 2.16 -1.04 0.98
C 3.49 -0.11 2.60
F 3.72 0.91 3.44
F 3.01 -1.10 3.35
F 4.69 -0.50 2.14
C 1.26 0.91 2.02
F 0.52 0.09 2.76
F 0.44 1.34 1.02
F 1.54 1.99 2.74
H 5.99 4.57 -0.43
H 6.79 3.12 0.18
H 5.76 4.06 1.25
H 4.65 3.59 -2.21
H 2.78 2.16 -2.86
H 0.39 2.75 -1.90
H -1.01 3.28 -3.86
H -1.74 2.70 -6.07
H -2.63 1.21 -5.79
H -1.20 1.17 -6.81
H -0.42 -0.65 -5.34
H 4.58 1.92 1.70
C -6.70 -3.95 5.85
C -6.94 -2.61 5.25
O -7.65 -2.31 4.35
S -5.88 -1.34 6.09
C -4.83 -0.99 4.70
C -3.46 -1.16 4.89
C -2.61 -1.09 3.81
C -3.12 -0.80 2.53
C -4.49 -0.54 2.38
C -5.34 -0.64 3.46
C -2.22 -0.82 1.45
C -1.41 -0.95 0.55
H -7.37 -4.69 5.43
H -6.81 -3.90 6.93
H -5.66 -4.22 5.65
H -3.08 -1.39 5.88
H -1.56 -1.27 3.92
H -4.88 -0.27 1.41
H -6.40 -0.46 3.34

=====

Record 11
64
Properties=species:S:1:pos:R:3 method="wB97M-V/def2-TZVPD" de_lowest_kcal_mol=41.5 homo_ev=-7.1 charge=0 total_energy_ev=-221371.972
Ti -1.10 -0.03 -0.62
Br 3.91 -3.27 2.92
C 2.87 -2.41 1.59
C 2.59 -3.04 0.43
C 1.78 -2.47 -0.61
C 1.27 -1.22 -0.46
O 0.46 -0.57 -1.31
C 1.63 0.88 1.07
C 0.90 1.93 0.70
N -0.31 1.70 0.04
C -1.36 2.55 0.22
C -1.52 3.47 1.24
C -2.63 4.32 1.28
C -3.59 4.29 0.30
C -3.48 3.36 -0.75
C -4.40 3.27 -1.81
C -4.19 2.36 -2.81
C -3.11 1.49 -2.73
N -2.25 1.49 -1.72
C -2.39 2.45 -0.77
C 2.35 -1.07 1.92
H 2.99 -4.04 0.27
H 1.58 -3.05 -1.50
H 1.19 2.96 0.88
H -0.78 3.51 2.03
H -2.73 5.02 2.10
H -4.44 4.97 0.33
H -5.26 3.93 -1.82
H -4.86 2.29 -3.66
H -2.97 0.75 -3.50
H 1.97 -0.95 2.93
Cl -1.68 -1.30 -3.11
C -1.54 -2.58 -1.95
C -1.42 -2.16 -0.63
C -1.18 -3.19 0.29
Cl -0.93 -2.78 1.95
C -1.11 -4.53 -0.08
Cl -0.80 -5.74 1.10
C -1.26 -4.89 -1.42
Cl -1.17 -6.54 -1.89
C -1.46 -3.90 -2.38
Cl -1.57 -4.29 -4.05
C 3.95 1.51 -0.58
C 4.21 0.51 0.56
C 5.10 1.17 1.61
C 4.95 -0.70 -0.01
C 2.89 0.19 1.24
C 1.55 -0.53 0.77
H 4.88 1.73 -1.10
H 3.55 2.44 -0.19
H 3.24 1.10 -1.30
H 6.08 1.40 1.18
H 5.25 0.51 2.47
H 4.66 2.10 1.97
H 5.85 -0.35 -0.52
H 4.34 -1.24 -0.74
H 5.25 -1.39 0.78
Cl -4.05 -0.68 -0.53
C -4.24 -0.33 1.20
Cl -5.15 1.16 1.45
C -2.85 -0.18 1.89
O -2.81 -0.24 3.08
O -1.85 -0.06 1.07
H -4.81 -1.14 1.66